{"formula": "C2H4N2", "method": "ωB97M-V/def2-TZVPD", "homo_ev": -9.623, "smiles": "CC1N=N1", "charge": 0, "symbols": ["C", "C", "N", "N", "H", "H", "H", "H"], "coordinates": [[0.119, 0.494, -0.720], [-0.355, -0.352, 0.410], [0.690, -1.299, 1.011], [0.298, -0.356, 1.642], [-0.614, 0.548, -1.427], [1.054, 0.215, -0.921], [0.131, 1.551, -0.393], [-1.323, -0.801, 0.397]], "nbo_charge": [-0.639, -0.054, -0.045, -0.096, 0.225, 0.221, 0.210, 0.178]}